Version i
Density functional theory data (ωB97M-V with the def2-TZVPD basis set) for a 2-piece molecular cluster, C6H11NO overall.

Geometry as ORCA input:
```
! RIJCOSX wB97M-V def2-TZVPD def2/J DEFGRID3
* xyz 0 1
C -0.4899 1.1988 -0.8690
C -0.6851 0.4812 0.2261
C -0.9350 1.1286 1.5558
C -0.6944 -1.0234 0.2731
C -0.4260 -1.7306 -1.0484
H -0.4960 2.2756 -0.8408
H -0.3172 0.7546 -1.8328
H -0.8558 2.2068 1.4902
H -0.2145 0.7747 2.2959
H -1.9364 0.8705 1.9152
H -1.6673 -1.3424 0.6631
H 0.0575 -1.3415 1.0045
H -1.1775 -1.4601 -1.7870
H -0.4679 -2.8081 -0.9055
H 0.5570 -1.4678 -1.4296
N 2.3594 -0.0222 -0.7707
C 2.2848 0.5638 0.2634
O 2.0567 1.0386 1.2898
H 3.0476 -0.0971 -1.4933
*
```

Its SMILES is C=C(C)CC.N=C=O. Its molar mass is 113.16 g mol⁻¹. Its HOMO-LUMO gap is 9.91 eV. The value obtained for the HOMO energy is -9.129 eV.



Version ii
Density functional theory data (ωB97M-V with the def2-TZVPD basis set) for C6H11NO as an isolated structure.

Geometry as ORCA input:
```
! RIJCOSX wB97M-V def2-TZVPD def2/J DEFGRID3
* xyz 0 1
C -1.7852 0.4773 0.9879
C -0.9377 0.0161 -0.0448
C -0.0375 -1.3720 0.5146
C 1.3180 -0.7563 -0.1477
C 1.3241 0.6805 0.1999
C 0.1395 1.2385 -0.4264
H -1.9876 1.5760 0.5775
H -2.5454 -0.3318 1.2628
H -1.0734 0.3679 1.8256
H -3.2054 0.0557 -0.6674
H -0.7249 -2.0638 -0.4466
H -0.2750 -1.6854 1.6458
H 1.1169 -0.7715 -1.2521
H 2.9688 -0.1529 -0.8195
H 1.5556 1.0703 1.0989
H -0.2573 2.1426 0.1816
H 0.3333 1.6495 -1.5333
N 2.5429 -0.0392 0.0967
O -1.7292 -0.4109 -1.1314
*
```

Its molar mass is 113.16 g mol⁻¹. Its HOMO-LUMO gap is 7.80 eV. The value obtained for the HOMO energy is -8.614 eV.



Version iii
Density functional theory data (ωB97M-V with the def2-TZVPD basis set) for one molecule with the formula C6H11NO.

Geometry as ORCA input:
```
! RIJCOSX wB97M-V def2-TZVPD def2/J DEFGRID3
* xyz 0 1
C 0.6857 1.7823 -0.0768
C 1.0410 1.1696 1.4002
C 0.4502 -0.2231 1.0529
C -0.3866 -1.7746 0.8321
N -0.9662 -1.7894 -0.6730
C -1.2162 -0.3448 -1.5035
C -0.1590 0.5823 -0.8948
O -0.6328 0.2285 0.3790
H -0.3562 2.4203 0.0107
H 1.7586 2.3633 -0.4011
H 0.3192 1.9795 1.9682
H 2.0573 1.0865 1.5386
H 1.1533 -0.5200 0.3971
H -1.2682 -1.6591 1.4241
H 0.6820 -2.2973 1.0401
H -0.5873 -2.5233 -1.3021
H -1.1317 -0.3971 -2.6594
H -2.1872 -0.0753 -1.2930
H 0.7440 -0.0082 -1.2393
*
```

Its SMILES is C1C[C@H]2CNC[C@@H]1O2. Its molar mass is 113.16 g mol⁻¹. Its HOMO-LUMO gap is 9.03 eV. The value obtained for the HOMO energy is -8.096 eV.



Version iv
Density functional theory data (ωB97M-V with the def2-TZVPD basis set) for one molecule with the formula C6H11NO.

Geometry as ORCA input:
```
! RIJCOSX wB97M-V def2-TZVPD def2/J DEFGRID3
* xyz 0 1
C -1.1333 2.4922 0.5443
C -0.8424 1.0292 0.8034
O -1.0769 0.5553 1.9064
C -0.1671 0.2408 -0.3249
N -0.0834 0.8344 -1.5831
C 0.4323 -0.9364 -0.0389
C 1.6588 -1.3916 -0.7894
C 0.0072 -1.8847 1.0525
H -0.4980 2.9096 -0.2404
H -2.1845 2.6076 0.2749
H -0.9166 3.0603 1.4543
H 0.0972 0.1343 -2.3021
H -0.9450 1.3272 -1.8175
H 1.4502 -2.2389 -1.4443
H 2.1066 -0.5834 -1.3787
H 2.4286 -1.6856 -0.0641
H -1.0261 -1.7220 1.3740
H 0.0167 -2.9098 0.6592
H 0.6755 -1.8384 1.9143
*
```

Its SMILES is CC(=O)C(N)=C(C)C. Its molar mass is 113.16 g mol⁻¹. Its HOMO-LUMO gap is 8.73 eV. The value obtained for the HOMO energy is -7.934 eV.



Energies, relative to the best one, in eV: version i 0.000; version ii 10.737; version iii 11.261; version iv 0.301.



Version i
Density functional theory data (ωB97M-V with the def2-TZVPD basis set) for a 2-piece molecular cluster, C6H11NO overall.

Geometry as ORCA input:
```
! RIJCOSX wB97M-V def2-TZVPD def2/J DEFGRID3
* xyz 0 1
C -1.9801 -0.0279 -0.8235
C -0.7404 0.1898 -0.3736
C -0.0194 1.4708 -0.7048
C -0.3514 -0.4724 1.0390
C 1.1384 -0.5316 1.3117
O -1.0367 0.2019 2.0679
H -2.5187 -0.9277 -0.5775
H -2.4620 0.6510 -1.5048
H 1.0594 1.3364 -0.6483
H -0.3104 2.2689 -0.0187
H -0.2774 1.7918 -1.7108
H -0.7781 -1.4775 1.0171
H 1.6604 -1.0297 0.4829
H 1.3090 -1.1076 2.2208
H 1.5655 0.4642 1.4354
H -0.6691 1.0878 2.1543
C 1.5093 -1.2256 -1.7097
N 0.3571 -1.2197 -1.7963
H 2.5444 -1.4430 -1.8609
*
```

Its SMILES is C=C(C)[C@@H](C)O.C#N. Its molar mass is 113.16 g mol⁻¹. Its HOMO-LUMO gap is 9.27 eV. The value obtained for the HOMO energy is -8.412 eV.



Version ii
Density functional theory data (ωB97M-V with the def2-TZVPD basis set) for one molecule with the formula C6H11NO.

Geometry as ORCA input:
```
! RIJCOSX wB97M-V def2-TZVPD def2/J DEFGRID3
* xyz 0 1
C 1.8775 0.8302 -0.9789
C 0.4018 0.5285 -1.0988
O -0.2831 0.9146 -2.0555
C -0.1189 -0.6080 -0.2567
C 0.1639 -2.0200 -0.6411
C -0.7205 -0.1573 0.8399
C -0.7329 1.5502 0.8708
N -1.5284 -0.7929 1.7289
H 2.1032 1.7189 -1.5743
H 2.1611 1.0213 0.0579
H 2.4579 -0.0130 -1.3610
H 0.7033 -2.0677 -1.5916
H -0.7472 -2.6121 -0.7523
H 0.8029 -2.4997 0.1085
H -0.6292 2.3054 0.0911
H -1.7392 1.7808 1.2334
H -0.0062 1.7853 1.6562
H -1.9930 -0.2094 2.4198
H -2.1728 -1.4552 1.3035
*
```

Its SMILES is CC(=O)/C(C)=C(\C)N. Its molar mass is 113.16 g mol⁻¹. Its HOMO-LUMO gap is 9.05 eV. The value obtained for the HOMO energy is -8.201 eV.



Version iii
Density functional theory data (ωB97M-V with the def2-TZVPD basis set) for a 2-piece molecular cluster, C6H11NO overall.

Geometry as ORCA input:
```
! RIJCOSX wB97M-V def2-TZVPD def2/J DEFGRID3
* xyz 0 1
C -1.2413 2.2640 0.1219
N -1.1928 0.8253 0.0154
C -0.2715 0.1439 0.5461
C 0.8367 0.6254 1.4384
C -0.4679 -1.4693 0.4864
O 0.0897 -2.1507 1.3221
H -1.7257 2.6470 -0.7788
H -1.8597 2.5346 0.9828
H -0.2682 2.7620 0.2215
H 1.4778 1.3281 0.9029
H 0.4224 1.1518 2.3062
H 1.4206 -0.2238 1.7906
H -1.5143 -1.5939 0.1794
C 1.0882 -0.9154 -1.5016
C 0.2835 -2.0097 -1.5692
H 0.8392 0.0123 -1.9872
H 2.0419 -0.9622 -0.9987
H 0.6580 -2.9902 -1.3137
H -0.6164 -1.9791 -2.1647
*
```

Its SMILES is C/N=C(\C)C=O.C=C. Its molar mass is 113.16 g mol⁻¹. Its HOMO-LUMO gap is 9.52 eV. The value obtained for the HOMO energy is -8.964 eV.



Energies, relative to the best one, in eV: version i 0.991; version ii 0.000; version iii 1.160.